w | Molecular formula: C4H5NOS
Method: DFT, ωB97M-V/def2-TZVPD

```
12
Properties=species:S:1:pos:R:3:mulliken_charge:R:1
C 0.87 -0.64 -0.60 0.225
C 2.28 -0.59 -0.50 -0.392
C -1.21 -0.46 0.36 0.500
C -1.60 1.02 0.58 -0.836
N 0.15 -0.41 0.33 -0.275
O -1.91 -1.40 0.46 -0.498
S 3.10 0.54 0.32 -0.153
H 0.57 -1.06 -1.59 0.286
H 2.68 -1.05 -1.36 0.292
H -1.50 1.29 1.69 0.231
H -0.84 1.49 0.06 0.319
H -2.61 1.27 0.25 0.301
```

Summary:
* HOMO-LUMO gap: 7.81 eV
* SMILES: CC(=O)/N=C/C=S
* net charge: 0

=====

x | Molecular formula: C4H5NOS
Method: DFT, ωB97M-V/def2-TZVPD

```
12
Properties=species:S:1:pos:R:3:mulliken_charge:R:1
C -1.73 0.89 0.15 -0.329
C -1.48 -1.39 -0.08 -0.206
C -0.75 -0.10 0.03 0.637
C 0.71 0.17 -0.06 -1.224
N -2.73 -1.43 0.07 -0.532
O -4.18 0.57 -0.71 -0.549
S -3.36 0.18 0.43 0.461
H -1.60 1.99 0.27 0.325
H -0.95 -2.23 -0.38 0.448
H 1.42 -0.45 0.62 0.276
H 0.82 1.19 0.18 0.358
H 1.16 0.04 -0.97 0.334
```

Summary:
* HOMO-LUMO gap: 9.08 eV
* net charge: 0

=====

In kcal/mol, relative to the most stable structure: w 0.0; x 2.6.

=====

w | Molecular formula: C32H40IrN4O2S
Method: DFT, ωB97M-V/def2-TZVPD

```
80
Properties=species:S:1:pos:R:3:mulliken_charge:R:1
Ir -0.61 -0.33 0.43 0.534
C 0.04 2.01 4.24 -1.701
C -0.98 0.88 4.26 1.760
C -1.45 0.65 5.69 -1.838
C -2.17 1.21 3.37 -1.330
N -0.29 -0.38 3.90 -0.862
N 0.34 -0.39 2.59 -0.172
H -0.35 2.88 4.77 0.513
H 0.26 2.34 3.21 0.134
H 0.97 1.71 4.72 0.420
H -2.02 1.51 6.04 0.413
H -0.61 0.48 6.36 0.403
H -2.11 -0.22 5.74 0.410
H -2.58 2.19 3.64 0.471
H -2.97 0.48 3.50 0.349
H -1.90 1.23 2.32 0.127
H -0.97 -1.12 3.88 0.318
H 0.80 -1.29 2.53 0.230
H 1.14 0.23 2.67 0.344
O 1.79 -0.70 0.46 -0.363
S 2.85 -0.67 -0.63 -0.117
C 2.45 -1.96 -1.80 0.133
C 1.58 -2.97 -1.41 0.646
C 1.32 -4.01 -2.30 -0.187
C 1.94 -4.04 -3.54 -0.943
C 2.81 -3.03 -3.91 -0.623
C 3.08 -1.99 -3.04 -0.606
C 2.55 0.75 -1.67 0.534
C 3.48 1.78 -1.59 -0.642
C 3.26 2.94 -2.32 -0.720
C 2.13 3.06 -3.11 -0.531
C 1.21 2.01 -3.19 -0.651
C 1.42 0.84 -2.47 -0.080
H 1.11 -2.94 -0.44 0.227
H 0.65 -4.80 -2.00 0.301
H 1.73 -4.86 -4.22 0.437
H 3.29 -3.05 -4.88 0.421
H 3.76 -1.19 -3.33 0.441
H 4.36 1.67 -0.96 0.449
H 3.98 3.75 -2.27 0.476
H 1.96 3.96 -3.67 0.441
H 0.34 2.11 -3.82 0.489
H 0.72 0.02 -2.53 0.396
C -2.19 -2.11 -2.73 -1.967
C -2.41 -1.93 -1.22 3.111
C -3.92 -2.01 -0.92 -1.924
C -1.88 -0.56 -0.87 -1.274
C -1.66 -2.96 -0.42 0.237
C -1.14 -2.60 0.82 -0.301
C -0.40 -3.50 1.60 -0.603
C -0.18 -4.78 1.13 -0.751
C -0.72 -5.16 -0.09 -0.639
C -1.45 -4.27 -0.85 -0.227
H -2.57 -1.24 -3.28 0.502
H -2.72 -2.99 -3.11 0.488
H -1.13 -2.23 -2.97 0.308
H -4.47 -1.26 -1.50 0.456
H -4.12 -1.84 0.14 0.370
H -4.31 -3.00 -1.19 0.410
H -2.30 0.18 -1.55 0.183
H -1.50 -1.70 1.40 0.254
H -0.03 -3.20 2.58 0.475
H 0.39 -5.49 1.73 0.435
H -0.56 -6.17 -0.45 0.406
H -1.85 -4.59 -1.80 0.340
N 1.06 6.57 0.32 -0.351
C 0.42 5.84 -0.64 0.023
O 0.11 6.28 -1.73 -0.593
C 0.14 4.40 -0.30 0.801
C -1.04 3.83 -0.74 -0.960
C -1.27 2.49 -0.53 -0.482
N -0.37 1.68 0.08 0.740
C 0.76 2.25 0.51 -0.264
C 1.05 3.59 0.36 -1.402
H 1.22 7.54 0.14 0.255
H 1.15 6.23 1.26 0.199
H -1.77 4.42 -1.27 0.526
H -2.19 2.03 -0.84 0.588
H 1.48 1.58 0.96 0.684
H 2.00 3.97 0.71 0.498
```

Summary:
* HOMO-LUMO gap: 7.76 eV
* net charge: +1

=====

x | Molecular formula: C32H40IrN4O2S
Method: DFT, ωB97M-V/def2-TZVPD

```
80
Properties=species:S:1:pos:R:3:mulliken_charge:R:1
Ir -0.42 -0.35 0.33 0.734
C 0.00 2.12 3.99 -1.713
C -0.96 0.93 4.05 1.831
C -1.49 0.77 5.48 -1.867
C -2.13 1.14 3.09 -1.332
N -0.20 -0.30 3.82 -0.880
N 0.47 -0.36 2.53 -0.244
H -0.46 2.99 4.46 0.505
H 0.23 2.39 2.95 0.185
H 0.93 1.89 4.52 0.418
H -2.12 1.62 5.74 0.414
H -0.67 0.70 6.19 0.408
H -2.10 -0.13 5.56 0.412
H -2.58 2.12 3.25 0.414
H -2.90 0.38 3.25 0.339
H -1.81 1.07 2.04 0.111
H -0.81 -1.11 3.87 0.301
H 0.96 -1.25 2.55 0.314
H 1.22 0.32 2.62 0.360
O 1.90 -0.67 0.20 -0.322
S 3.06 -0.62 -0.77 -0.070
C 2.65 -1.75 -2.07 0.312
C 1.67 -2.70 -1.85 -0.182
C 1.40 -3.62 -2.86 -0.430
C 2.12 -3.59 -4.04 -0.624
C 3.11 -2.64 -4.24 -0.600
C 3.39 -1.71 -3.25 -0.551
C 2.91 0.93 -1.60 0.536
C 3.85 1.91 -1.29 -0.480
C 3.74 3.17 -1.87 -0.773
C 2.70 3.44 -2.74 -0.447
C 1.76 2.45 -3.06 -0.699
C 1.87 1.19 -2.50 -0.267
H 1.12 -2.71 -0.92 0.555
H 0.64 -4.37 -2.71 0.489
H 1.91 -4.32 -4.82 0.407
H 3.67 -2.62 -5.17 0.406
H 4.16 -0.97 -3.40 0.432
H 4.65 1.68 -0.60 0.445
H 4.47 3.93 -1.64 0.462
H 2.61 4.42 -3.19 0.496
H 0.96 2.67 -3.75 0.465
H 1.16 0.41 -2.74 0.422
C -2.55 -2.55 -2.38 -1.793
C -2.50 -2.18 -0.88 3.071
C -3.93 -1.90 -0.38 -1.974
C -1.75 -0.86 -0.78 -0.807
C -1.89 -3.32 -0.07 -0.249
C -0.98 -3.11 0.96 0.490
C -0.45 -4.14 1.71 -1.040
C -0.84 -5.45 1.45 -0.709
C -1.75 -5.69 0.43 -0.918
C -2.27 -4.64 -0.31 -0.383
H -2.81 -1.68 -2.98 0.518
H -3.30 -3.31 -2.56 0.443
H -1.59 -2.94 -2.72 0.238
H -4.40 -1.11 -0.97 0.446
H -3.92 -1.60 0.67 0.344
H -4.53 -2.81 -0.47 0.451
H -2.17 -0.17 -1.53 0.241
H -0.66 -2.09 1.22 0.470
H 0.26 -3.94 2.51 0.426
H -0.44 -6.26 2.04 0.427
H -2.06 -6.70 0.22 0.420
H -2.98 -4.86 -1.10 0.376
N 0.59 6.64 0.27 -0.348
C 0.15 5.85 -0.74 0.036
O -0.10 6.24 -1.85 -0.594
C 0.01 4.37 -0.42 1.034
C -1.07 3.69 -0.96 -1.017
C -1.17 2.33 -0.75 -0.299
N -0.24 1.64 -0.07 0.527
C 0.80 2.30 0.44 -0.658
C 0.96 3.67 0.30 -1.399
H 0.65 7.63 0.10 0.260
H 0.66 6.30 1.21 0.199
H -1.81 4.21 -1.55 0.525
H -1.99 1.75 -1.15 0.380
H 1.56 1.71 0.94 0.682
H 1.83 4.15 0.72 0.486
```

Summary:
* HOMO-LUMO gap: 7.48 eV
* net charge: +1

=====

In kcal/mol, relative to the most stable structure: w 0.0; x 18.0.